This record from OMol25 describes a structure of composition C21H43Hg2O11S5 at a distorted geometry. The level of theory is wB97M-V/def2-TZVPD.

Geometry as XYZ:
```
82
Properties=species:S:1:pos:R:3:forces:R:3
Hg -0.177 -1.121 -3.710 -1.5 0.1 2.1
Hg 2.358 1.270 -3.170 0.3 -0.4 2.1
C 0.281 -0.152 -0.749 -0.2 -1.5 0.1
O 0.511 0.296 -2.087 0.2 0.5 -2.3
H 1.140 -0.038 -0.091 0.1 0.1 -0.2
H -0.603 0.292 -0.279 0.2 0.6 -0.4
H 0.000 -1.208 -0.830 0.3 -0.1 0.5
C 0.039 0.148 5.618 1.8 0.6 0.2
C 0.479 -1.295 5.412 -1.3 -1.8 -0.7
C 0.798 -1.521 3.922 0.4 1.1 -0.6
S -0.275 -0.348 3.033 -0.9 -0.4 1.2
O -1.399 -1.076 2.479 0.3 -0.1 -0.7
O 0.456 0.556 2.163 0.2 -0.1 0.0
C -0.926 0.472 4.492 0.0 -0.6 0.5
H 0.977 0.716 5.591 -0.3 0.5 -0.2
H -0.387 0.360 6.596 -0.2 -0.3 0.0
H -0.368 -1.969 5.592 0.0 0.2 0.3
H 1.291 -1.714 6.001 0.1 0.6 0.3
H 0.572 -2.482 3.468 -0.1 -0.2 0.4
H 1.835 -1.271 3.693 0.0 0.2 -0.1
H -1.807 -0.113 4.764 -0.3 0.2 -0.5
H -1.211 1.501 4.297 0.3 0.1 0.0
C 2.328 5.132 1.055 -0.3 -1.2 -0.3
C 1.242 4.204 1.671 1.0 1.5 0.2
C 0.894 3.188 0.604 0.0 0.0 -0.3
S 2.533 2.712 -0.033 0.0 1.7 1.0
O 2.579 2.717 -1.527 -0.3 0.0 -0.5
O 3.055 1.600 0.691 -0.1 -0.9 -0.4
C 3.400 4.178 0.518 0.1 0.8 0.2
H 2.706 5.820 1.804 0.2 0.0 -0.1
H 1.913 5.680 0.208 -0.1 0.2 0.2
H 0.492 4.936 1.966 -0.8 -0.8 0.0
H 1.662 3.758 2.573 -0.2 -0.2 0.0
H 0.363 3.694 -0.203 -0.1 -0.2 -0.1
H 0.414 2.279 0.965 -0.1 0.1 -0.1
H 3.980 4.662 -0.263 0.2 -0.5 -0.1
H 4.006 3.798 1.339 0.3 0.0 -0.2
C 5.077 -3.419 -0.849 -0.3 0.5 -0.7
C 4.633 -2.793 0.486 0.8 -0.2 0.4
C 4.138 -1.368 0.260 -1.9 -0.7 -1.0
S 4.786 -0.894 -1.352 0.5 -0.5 2.0
O 6.157 -0.541 -1.173 0.0 0.3 -0.9
O 3.850 0.106 -1.935 -0.2 0.0 -0.8
C 4.599 -2.550 -2.025 -0.4 -0.1 -0.3
H 4.656 -4.414 -0.959 0.4 -0.1 -0.1
H 6.159 -3.402 -0.965 0.0 -0.5 0.4
H 5.496 -2.861 1.145 -0.1 0.3 0.2
H 3.844 -3.396 0.931 -0.1 0.1 0.0
H 4.100 -0.631 1.056 0.9 0.2 -0.2
H 3.075 -1.477 -0.007 0.0 0.1 0.1
H 5.191 -2.752 -2.916 0.2 0.5 0.0
H 3.551 -2.684 -2.305 -0.1 0.1 0.3
C -4.661 -3.525 -1.442 1.0 -0.1 -0.6
C -4.280 -2.811 -0.136 -0.6 -0.2 -0.3
C -2.794 -2.450 -0.185 0.1 0.3 0.0
S -1.973 -3.453 -1.455 -2.0 -0.6 2.0
O -0.953 -4.249 -0.841 0.7 0.2 -0.6
O -1.678 -2.589 -2.618 1.0 0.4 -0.9
C -3.460 -4.400 -1.811 0.6 -0.1 -0.3
H -4.815 -2.799 -2.242 -0.3 -0.1 0.0
H -5.475 -4.244 -1.399 -0.4 0.5 0.3
H -4.522 -3.463 0.702 0.4 0.0 0.1
H -4.857 -1.904 0.039 -0.1 0.0 -0.2
H -2.383 -2.646 0.803 0.7 0.1 -0.2
H -2.608 -1.424 -0.502 -0.1 0.1 0.2
H -3.357 -5.237 -1.116 0.0 -0.1 -0.1
H -3.427 -4.760 -2.837 -0.1 0.0 0.0
C -3.585 2.998 -1.766 1.3 -0.6 0.7
C -3.919 3.439 -3.191 0.2 0.0 0.0
C -3.135 2.437 -4.059 0.1 0.3 0.1
S -3.397 0.841 -3.293 -1.2 1.0 -0.5
O -2.177 0.015 -3.297 0.5 0.1 -0.1
O -4.604 0.276 -3.798 0.0 -0.7 -0.5
C -3.770 1.471 -1.672 -0.3 0.3 -0.1
H -4.129 3.441 -0.936 -0.2 0.3 -0.3
H -2.515 3.150 -1.570 -0.1 0.5 -0.1
H -3.509 4.416 -3.446 -0.1 0.1 0.3
H -4.993 3.525 -3.347 0.0 -0.5 -0.3
H -2.088 2.709 -3.911 0.1 -0.2 -0.2
H -3.387 2.411 -5.117 -0.1 -0.2 0.0
H -3.167 0.908 -0.964 -0.1 0.3 0.3
H -4.844 1.328 -1.553 0.1 -0.7 0.1
```
Positions in Å, forces in eV/Å.

Summary:
* max |F|: 2.9 eV Å⁻¹
* gap between HOMO and LUMO: 4.288 eV
* total energy: -107489.71433 eV
* net charge: +3
* energy relative to the best compared isomer or geometry (same formula, charge and spin): 0.0000 eV
* HOMO level: -0.6251 hartree
* LUMO: -12.72 eV

Löwdin atomic charge list, values in e, 2 entries: Hg 1.34; Hg 1.36

This record from OMol25 describes a structure of composition C21H43N2OP3Pd at a distorted geometry. The level of theory is wB97M-V/def2-TZVPD.

Geometry as XYZ:
```
71
Properties=species:S:1:pos:R:3:forces:R:3
Pd 0.423 0.571 0.233 -0.6 -1.1 0.4
P 1.963 0.750 2.108 1.6 0.6 0.3
P -1.132 2.099 -0.537 -0.5 1.1 -0.3
P 2.088 -0.562 -0.989 1.8 -0.5 -0.4
H -1.278 -2.593 0.454 0.2 -0.4 0.2
C -0.280 -3.022 0.602 0.2 -0.2 0.4
C 0.301 -3.200 1.802 -0.4 0.9 -0.8
H -0.239 -2.948 2.724 0.4 -0.2 -0.3
C 1.614 0.839 3.895 -0.7 -0.1 0.2
C 2.621 2.419 1.762 -0.1 -0.3 0.1
C 3.435 -0.327 2.255 0.0 -0.2 0.0
C -2.873 1.667 -0.955 0.0 -0.6 -0.1
C -1.369 3.480 0.606 0.3 -0.2 0.1
C -0.145 2.870 -1.843 -0.1 -0.4 -0.2
C 2.900 -2.099 -0.431 -0.1 -0.1 0.4
C 3.477 0.601 -1.207 0.0 0.1 0.1
C 1.754 -1.006 -2.705 -0.7 0.1 -0.4
H 0.168 -3.365 -0.335 0.0 0.2 0.4
H 1.355 -3.486 1.877 -0.6 -0.4 0.2
H 1.100 -0.075 4.219 0.1 0.2 0.1
H 1.026 1.725 4.161 0.2 -0.2 0.1
H 2.587 0.892 4.410 -0.4 0.1 -0.1
H 1.786 3.132 1.734 0.3 0.0 0.1
H 3.143 2.425 0.799 -0.1 0.2 0.3
H 3.308 2.661 2.581 0.0 0.3 -0.2
H 3.106 -1.375 2.273 0.2 0.3 0.0
H 3.924 -0.110 3.216 -0.1 0.0 -0.4
H 4.154 -0.149 1.450 -0.2 -0.2 0.3
H -3.175 1.776 -2.021 0.4 -0.1 0.7
H -3.493 2.328 -0.335 0.0 -0.1 -0.3
H -3.052 0.629 -0.603 -0.1 0.5 -0.4
H -1.549 4.387 0.029 -0.1 0.1 0.1
H -0.430 3.576 1.150 -0.1 0.5 0.1
H -2.210 3.301 1.276 0.1 0.1 0.0
H -0.636 3.752 -2.252 -0.1 0.0 -0.1
H 0.066 2.150 -2.640 0.1 0.2 0.0
H 0.784 3.176 -1.351 0.0 0.0 -0.2
H 3.489 -2.515 -1.259 -0.2 0.2 0.2
H 2.145 -2.820 -0.105 0.3 0.1 -0.2
H 3.581 -1.899 0.398 -0.2 -0.2 -0.2
H 4.121 0.250 -2.023 -0.1 0.1 0.2
H 4.072 0.669 -0.290 -0.1 0.1 -0.4
H 3.097 1.595 -1.466 0.1 -0.1 0.0
H 2.532 -1.702 -3.039 0.0 0.3 0.0
H 1.764 -0.106 -3.329 -0.1 -0.2 0.0
H 0.789 -1.510 -2.775 0.4 0.1 -0.1
C -1.625 -1.830 -3.491 0.1 0.2 2.2
C -2.727 -1.273 -4.181 -0.9 0.2 -1.8
C -3.176 -1.883 -5.379 -0.2 1.8 1.8
C -2.573 -3.048 -5.879 0.3 -0.1 -0.5
C -1.389 -3.482 -5.257 1.7 -0.2 1.4
C -0.956 -2.940 -4.049 0.3 -1.2 -0.8
O -1.235 -1.518 -2.176 -0.2 0.1 -1.4
H -1.020 -0.613 -1.791 -1.0 -1.1 -1.4
H -3.200 -0.347 -3.839 0.1 -0.5 -0.1
H -3.997 -1.426 -5.930 0.1 -0.2 0.3
H -2.950 -3.581 -6.764 0.0 0.4 0.4
H -0.749 -4.236 -5.715 -0.5 -0.1 0.1
H -0.098 -3.382 -3.508 -0.6 0.3 -0.5
C -2.426 1.989 4.941 -0.4 0.6 1.0
N -2.039 1.105 3.851 -1.1 -1.7 0.2
C -2.577 -0.150 3.645 -0.4 2.7 2.1
C -2.029 -0.637 2.482 2.7 0.7 -2.9
N -1.141 0.307 2.006 -0.8 -1.7 -0.6
C -1.162 1.341 2.840 -0.7 -0.4 0.8
H -3.524 2.039 4.990 0.4 0.1 -0.1
H -2.069 1.603 5.909 0.0 0.1 -0.4
H -2.026 2.992 4.769 -0.1 -0.2 0.0
H -3.343 -0.575 4.267 -0.1 0.0 0.3
H -2.207 -1.572 1.955 0.0 0.3 0.3
H -0.579 2.265 2.781 -0.3 -0.5 -0.1
```
Positions in Å, forces in eV/Å.

Summary:
* max |F|: 4.0 eV Å⁻¹
* gap between HOMO and LUMO (spin up / spin down): 8.165 / 4.419 eV
* total energy: -58803.92071 eV
* net charge: +4
* ⟨S²⟩: 6.034
* energy relative to the best compared isomer or geometry (same formula, charge and spin): 1.9160 eV
* 2S+1: 5
* HOMO level (spin up / spin down): -0.7058 / -0.7437 hartree
* LUMO (spin up / spin down): -11.04 / -15.82 eV

Löwdin atomic charge list, values in e, 2 entries: Pd 0.38; P 0.77

This record from OMol25 describes a structure of composition C21H43N2OP3PrS at a distorted geometry. The level of theory is wB97M-V/def2-TZVPD.

Geometry as XYZ:
```
72
Properties=species:S:1:pos:R:3:forces:R:3
Pr -0.182 -0.079 1.067 0.0 0.2 0.9
P 0.299 -2.314 -0.591 0.5 -1.3 -1.2
P 2.618 -0.059 1.798 1.7 0.2 0.1
P -2.662 0.557 -0.156 -1.7 0.4 -1.3
H 1.648 2.924 0.145 -0.4 0.2 0.2
C 0.578 3.062 0.364 -0.1 -0.5 -0.2
C 0.095 3.171 1.611 0.1 -0.6 -0.4
H 0.738 3.110 2.485 0.1 0.2 -0.1
C 0.982 -1.898 -2.231 0.1 0.3 0.1
C 1.467 -3.535 0.107 -0.1 0.1 0.4
C -1.210 -3.291 -0.929 -0.2 0.2 0.3
C 3.228 1.452 2.628 -0.2 0.2 0.0
C 3.299 -1.348 2.891 -0.3 -0.3 0.0
C 3.766 -0.164 0.362 -0.3 0.0 -0.2
C -3.361 2.224 0.101 0.2 0.1 0.4
C -4.056 -0.557 0.201 0.3 -0.1 0.5
C -2.600 0.499 -1.985 0.6 -0.1 0.2
H -0.068 3.091 -0.527 0.2 0.2 0.4
H -0.964 3.320 1.806 0.0 0.2 -0.1
H 1.198 -2.795 -2.831 -0.1 0.2 0.3
H 1.892 -1.296 -2.108 0.0 -0.3 0.0
H 0.267 -1.251 -2.749 0.1 -0.2 0.2
H 1.471 -4.473 -0.473 0.0 0.4 0.2
H 1.150 -3.736 1.141 0.1 -0.2 -0.3
H 2.475 -3.099 0.146 -0.2 -0.2 -0.1
H -0.978 -4.252 -1.420 -0.1 0.5 0.2
H -1.900 -2.698 -1.543 0.2 -0.3 0.0
H -1.699 -3.478 0.038 0.0 -0.2 -0.3
H 4.328 1.452 2.588 -0.4 0.1 0.1
H 2.898 1.456 3.675 0.1 0.0 -0.2
H 2.832 2.352 2.136 0.3 -0.2 0.1
H 4.392 -1.323 2.838 -0.1 0.0 0.1
H 2.935 -2.329 2.574 0.2 0.0 0.1
H 2.977 -1.170 3.919 0.1 0.0 -0.1
H 4.800 -0.059 0.731 -0.4 -0.1 -0.2
H 3.543 0.647 -0.349 0.2 -0.2 0.2
H 3.650 -1.127 -0.163 0.1 0.3 0.2
H -4.177 2.403 -0.617 0.3 0.0 0.3
H -2.571 2.979 -0.022 -0.3 -0.1 -0.1
H -3.739 2.298 1.128 -0.1 0.1 -0.2
H -4.942 -0.248 -0.362 0.1 -0.1 0.1
H -4.249 -0.515 1.276 -0.2 -0.1 -0.1
H -3.779 -1.584 -0.055 -0.2 0.1 0.0
H -3.576 0.794 -2.402 0.3 -0.1 0.2
H -2.323 -0.499 -2.355 -0.2 0.3 0.0
H -1.821 1.193 -2.329 -0.3 -0.2 0.0
C -0.910 0.463 -5.317 0.4 0.3 -1.1
C -0.322 0.302 -6.592 -0.4 0.7 0.8
C -0.244 1.448 -7.391 -0.4 0.1 0.1
C -0.748 2.674 -6.915 0.0 0.0 0.2
C -1.515 2.734 -5.739 -0.1 -0.5 -0.6
C -1.711 1.561 -5.012 0.6 0.0 0.2
O -0.598 -0.381 -4.272 0.2 -1.6 -0.2
H 0.057 -1.060 -4.573 -1.0 0.9 -0.2
H 0.012 -0.688 -6.912 0.3 0.4 0.1
H 0.198 1.384 -8.392 -0.1 0.1 0.5
H -0.583 3.590 -7.479 -0.1 -0.3 0.0
H -1.981 3.656 -5.381 0.1 -0.3 -0.4
H -2.412 1.469 -4.183 0.5 0.4 -0.2
C 0.734 -2.239 5.612 0.3 -0.2 0.2
N 0.308 -0.888 5.238 0.1 0.2 -1.0
C 0.583 0.263 5.947 -0.1 -0.2 0.1
C 0.009 1.301 5.307 0.4 -0.2 0.0
N -0.536 0.779 4.144 -0.3 -0.3 -0.2
C -0.379 -0.589 4.117 0.1 0.7 1.4
S -1.056 -1.754 3.080 -0.1 0.3 -1.0
H -0.130 -2.918 5.636 0.3 0.3 0.1
H 1.478 -2.613 4.887 -0.3 0.1 0.4
H 1.186 -2.148 6.609 -0.2 -0.3 -0.4
H 1.159 0.198 6.850 -0.1 0.2 0.3
H -0.104 2.326 5.609 0.1 0.1 -0.2
H -1.168 1.318 3.563 -0.2 -0.3 0.3
```
Positions in Å, forces in eV/Å.

Summary:
* max |F|: 2.2 eV Å⁻¹
* gap between HOMO and LUMO (spin up / spin down): 4.258 / 4.538 eV
* total energy: -80247.77124 eV
* net charge: +3
* ⟨S²⟩: 2.004
* energy relative to the best compared isomer or geometry (same formula, charge and spin): 0.7789 eV
* 2S+1: 3
* HOMO level (spin up / spin down): -0.5247 / -0.5247 hartree
* LUMO (spin up / spin down): -10.02 / -9.74 eV

Löwdin atomic charge list, values in e, 2 entries: Pr 0.51; P 0.71

max |F| of number 1 (C21H43Hg2O11S5)?
2.9 eV Å⁻¹

The lowest total energy belongs to which entry?
C21H43Hg2O11S5

The lowest max |F| belongs to which entry?
C21H43N2OP3PrS

Which formula does entry 3 have?
C21H43N2OP3PrS